Here is C38H61GeKN4S3 as an isolated structure from the Open Molecules 2025 dataset. Energies are from wB97M-V/def2-TZVPD.

Highest occupied orbital energy   -5.9 eV
Spin multiplicity   1
Gap between HOMO and LUMO   0.2192 hartree
LUMO energy   0.1 eV
DFT total energy   -5575.09118 Ha
Charge   0

Cartesian coordinates (Å):
Ge  -2.4956  2.2046  -0.3519
K  -1.0468  -1.1278  -0.2800
S  -0.6700  1.7189  0.8680
S  -3.8969  -2.5279  -0.8738
S  -0.9102  -1.1204  2.6728
N  -2.3050  -1.1173  -3.3497
N  1.1868  -2.7587  0.3837
N  -0.9583  -3.2024  -1.9545
N  1.5248  -0.6487  -1.2849
C  -1.6521  -2.1910  -4.0912
C  6.3763  0.4448  -2.1359
C  3.8336  -0.4453  -0.7407
C  -6.4709  3.1661  1.0326
C  2.6098  -1.0973  -0.6433
C  -1.3976  6.5954  1.0825
C  2.4345  -2.3024  0.2327
C  -2.4244  1.7387  5.0710
C  -1.3468  4.8919  -0.7895
C  4.0780  -5.7023  3.4266
C  5.2700  2.6429  -2.4918
C  -7.6502  3.8781  0.3906
C  5.1433  -3.4575  3.3871
C  -2.9914  -4.1003  -0.8105
C  -2.0544  0.5373  4.5053
C  5.5205  -5.0684  1.5029
C  -1.3297  1.6577  2.5291
C  -2.2105  2.9324  4.3879
C  -1.6604  2.8744  3.1211
C  1.6548  0.4400  -2.0256
C  4.4979  -4.5473  2.5190
C  3.3105  -3.9434  1.7777
C  3.9734  0.7017  -1.5175
C  0.9927  -3.7587  1.2285
C  5.7175  1.8597  -0.1747
C  -0.5244  -2.8276  -3.2835
C  -4.0653  2.4109  0.7955
C  -2.0774  3.7527  -1.4908
C  -3.7575  -1.1581  -3.3297
C  3.5077  -2.8814  0.8971
C  -1.8734  -4.3151  -1.8360
C  -5.2458  3.1069  0.1268
C  -1.4591  0.4427  3.2312
C  5.3199  1.4123  -1.5884
C  -4.3422  -2.3762  -2.6205
C  -2.1867  5.5653  0.2897
C  2.8374  1.1458  -2.1798
C  2.0048  -4.3780  1.9455
H  -4.0735  -3.2980  -3.1349
H  -6.1920  3.6631  1.9669
H  6.6772  2.3786  -0.2064
H  -0.0363  -4.0764  1.3641
H  0.2712  -2.0887  -3.1576
H  -7.9599  3.3778  -0.5292
H  -4.1044  -0.2551  -2.8221
H  7.3463  0.9426  -2.1813
H  -2.3199  -4.5005  -2.8153
H  -4.9626  4.1265  -0.1586
H  -2.0001  -0.2112  -3.6751
H  3.6239  -6.5180  2.8613
H  -1.3662  -5.2540  -1.5685
H  3.3711  -5.3795  4.1919
H  -3.0348  4.1081  -1.8913
H  -2.4635  3.8868  4.8309
H  -3.6901  -4.9378  -0.8722
H  -1.0470  5.6484  -1.5226
H  -0.9875  7.3653  0.4259
H  1.7497  -5.1791  2.6219
H  -2.8698  1.7444  6.0587
H  -2.7120  0.9975  -1.3085
H  5.0854  -5.8449  0.8716
H  6.2499  3.1219  -2.5073
H  6.1184  0.1079  -3.1411
H  5.0135  2.3814  -3.5199
H  -0.0854  -3.6603  -3.8574
H  -2.5915  4.8108  0.9714
H  -6.7530  2.1468  1.3126
H  -8.5121  3.9079  1.0574
H  2.8465  2.0287  -2.8008
H  4.4287  -3.0620  4.1098
H  6.4843  -0.4363  -1.5033
H  -2.3972  -2.9449  -4.3553
H  -1.4758  3.7877  2.5665
H  -0.4227  4.5154  -0.3392
H  -7.3979  4.9086  0.1320
H  0.7549  0.7860  -2.5266
H  6.3781  -5.4958  2.0253
H  -3.0570  6.0391  -0.1780
H  -1.2448  -1.8452  -5.0489
H  4.5490  3.3789  -2.1334
H  -5.5150  2.6022  -0.8089
H  -4.1976  -1.1428  -4.3423
H  4.9747  2.5389  0.2452
H  4.5079  -2.5073  0.7435
H  -2.1992  -0.3856  5.0518
H  5.8896  -4.2747  0.8529
H  -2.5835  -4.1153  0.2038
H  -0.5587  6.1285  1.6021
H  4.9565  -6.1006  3.9361
H  5.8181  1.0135  0.5048
H  -5.4293  -2.3087  -2.6955
H  -1.5093  3.3926  -2.3524
H  -2.0148  7.0949  1.8298
H  -0.1842  -3.2243  -1.3007
H  5.5069  -2.6239  2.7857
H  -4.3567  1.4106  1.1315
H  4.6882  -0.8123  -0.1946
H  5.9924  -3.8714  3.9337
H  -3.7681  2.9448  1.6993